[1]
# C14H56N28O18S

A cluster of 15 separate species, C14H56N28O18S in total at a distorted geometry (ωB97M-V/def2-TZVPD, OMol25).

```
117
Properties=species:S:1:pos:R:3:forces:R:3:mulliken_charge:R:1
S 0.770 0.208 0.966 0.54 0.25 1.11 -1.080
O 0.498 1.021 2.193 -0.82 0.08 -0.85 -0.769
O -0.278 -0.827 0.867 0.19 0.19 0.43 1.972
O 0.770 1.036 -0.217 -0.92 1.13 -0.79 2.478
O 2.104 -0.378 1.037 0.04 -1.00 1.10 0.422
C 0.699 -3.250 3.220 0.82 -3.41 1.81 0.587
O 0.523 -4.134 4.056 0.79 -0.06 1.78 -0.833
N -0.174 -3.105 2.316 -4.49 1.33 -3.76 0.188
N 1.839 -2.629 2.996 2.05 1.06 1.54 -0.118
H -0.237 -2.219 1.834 -0.23 -0.26 -0.28 -1.395
H -0.961 -3.737 2.328 0.01 0.05 -0.20 0.166
H 2.420 -2.725 3.816 0.74 0.40 -0.64 0.264
H 1.977 -1.994 2.222 0.07 0.01 0.45 -0.323
C 1.974 3.862 -4.235 0.27 0.20 2.28 0.707
O 1.231 2.936 -4.413 -1.54 -1.69 -1.53 -0.681
N 1.649 5.118 -4.077 -2.85 4.99 -0.61 -0.409
N 3.211 3.767 -3.813 3.66 -1.87 -0.16 -0.427
H 2.327 5.852 -3.930 -0.07 -0.51 -0.07 0.131
H 0.706 5.472 -3.999 -0.11 -0.62 -0.15 0.254
H 3.675 4.568 -3.408 0.17 -0.71 -0.21 0.158
H 3.647 2.860 -3.891 0.58 0.05 0.37 0.166
C 1.253 -2.920 -1.696 2.94 -0.18 -6.11 0.262
O 1.795 -3.343 -2.724 0.09 -0.49 -0.14 -0.812
N 1.080 -3.651 -0.675 -0.98 -2.77 4.29 -0.144
N 0.889 -1.688 -1.554 -1.84 4.39 1.19 0.887
H 1.423 -4.599 -0.742 -0.29 0.32 0.59 0.246
H 0.789 -3.140 0.146 0.04 -1.33 0.56 0.113
H 0.475 -1.445 -0.665 -0.03 0.04 -0.56 -0.449
H 1.024 -0.915 -2.189 0.25 -1.24 -0.42 -0.740
C -0.308 -0.602 -4.740 0.59 -2.51 3.90 0.674
O 0.362 -1.576 -4.457 0.77 0.07 0.45 -0.689
N -0.890 0.247 -3.863 0.03 0.97 0.74 0.252
N -0.770 -0.435 -5.916 -2.07 1.54 -6.48 -0.410
H -0.687 0.190 -2.876 -0.16 0.30 -0.24 -0.516
H -1.320 1.048 -4.303 0.10 0.15 1.04 0.159
H -1.272 0.410 -6.149 0.07 -0.34 -0.12 0.116
H -0.624 -1.086 -6.675 0.36 0.14 0.55 0.257
C -3.175 0.827 -0.105 -3.33 -1.78 -2.73 0.455
O -4.310 1.046 -0.555 -0.63 1.41 0.06 -0.964
N -2.489 1.457 0.741 1.46 4.81 4.61 0.231
N -2.529 -0.204 -0.506 1.71 -4.72 -2.28 1.492
H -1.650 1.045 1.123 -0.21 0.58 0.04 -0.149
H -2.901 2.313 1.086 0.52 -0.13 0.33 0.251
H -2.980 -0.833 -1.154 0.00 -0.18 -0.08 0.042
H -1.743 -0.567 0.015 0.09 0.21 -0.32 -1.183
C -4.117 -1.157 -3.512 3.65 -3.75 1.98 0.391
O -3.492 -1.852 -2.682 -0.69 -0.25 -0.52 -0.777
N -4.596 -0.029 -3.195 -1.68 5.17 2.64 -0.367
N -4.258 -1.476 -4.770 -0.89 -0.38 -3.01 -0.403
H -4.802 0.795 -3.741 0.03 -0.64 -0.51 0.239
H -4.330 0.238 -2.259 -0.44 0.55 0.79 -0.044
H -4.222 -2.442 -5.063 -0.10 0.35 0.01 0.289
H -4.970 -0.823 -5.065 -0.17 -1.00 -1.54 0.213
C -0.781 4.140 -1.237 -0.58 -0.49 -3.89 0.463
O -1.429 5.004 -1.813 -0.24 1.38 0.19 -0.825
N -0.197 3.131 -1.865 0.64 -1.73 -1.00 0.346
N -0.622 3.970 0.031 -0.47 1.31 5.53 0.023
H -0.014 3.052 -2.855 -0.13 0.12 0.16 0.084
H 0.137 2.442 -1.205 0.19 -0.43 -1.14 -0.553
H -1.013 4.667 0.648 0.11 -0.26 -0.05 0.186
H -0.110 3.205 0.447 -0.27 0.33 -0.34 0.048
C 3.060 3.533 0.577 4.72 2.49 -4.19 0.472
O 4.187 4.046 0.678 0.01 0.30 0.95 -0.868
N 2.378 2.990 1.455 -3.39 -2.90 7.30 0.365
N 2.492 3.426 -0.608 -0.61 0.90 -2.43 0.129
H 1.433 2.649 1.351 0.62 -0.01 -0.15 -0.398
H 2.797 2.794 2.353 -0.05 0.14 -0.01 0.196
H 1.967 2.569 -0.708 0.36 0.20 -0.85 -0.300
H 3.148 3.762 -1.298 -0.56 -0.65 -0.46 0.237
C -2.651 -4.726 -0.082 3.14 1.46 2.88 0.497
O -1.829 -5.082 0.767 -0.46 -0.24 -0.20 -0.729
N -3.514 -5.455 -0.658 -3.66 -5.47 -2.43 -0.350
N -2.841 -3.473 -0.472 1.03 3.69 -0.45 -0.146
H -3.496 -6.450 -0.486 -0.01 0.23 -0.04 0.278
H -4.177 -5.123 -1.343 0.26 0.12 0.39 0.170
H -2.119 -2.843 -0.153 0.09 -0.05 0.14 -0.516
H -2.957 -3.332 -1.466 -0.39 0.23 -0.12 0.432
C 5.342 -1.319 1.526 3.76 -0.38 0.74 0.309
O 6.566 -1.559 1.547 -1.22 -0.32 -0.41 -0.792
N 4.320 -2.123 1.357 -0.05 -1.94 -0.27 -0.122
N 4.865 -0.116 1.767 0.46 3.27 0.88 -0.165
H 4.546 -2.995 0.900 -1.06 0.11 -0.07 0.256
H 3.522 -1.504 1.364 -0.93 -2.02 -1.11 0.101
H 5.549 0.532 2.130 -0.58 0.20 0.10 0.169
H 3.867 -0.038 1.907 0.33 1.02 0.38 0.037
C 3.755 0.754 -2.140 0.00 -1.05 -0.54 0.366
O 4.604 0.797 -2.991 2.77 1.12 -1.40 -0.806
N 2.501 0.843 -2.451 -4.15 0.43 -1.44 0.067
N 3.863 0.540 -0.857 2.92 -0.40 4.52 0.239
H 2.224 1.044 -3.401 -0.21 -0.35 0.22 0.176
H 1.864 0.579 -1.713 -0.34 0.65 -0.55 -1.416
H 4.717 0.625 -0.325 0.51 0.07 -0.99 0.288
H 3.239 0.114 -0.187 -1.03 0.25 -1.03 -0.086
C -5.574 -2.073 2.467 -2.66 -1.96 0.47 0.636
O -6.395 -2.668 1.842 -3.56 -2.00 -1.99 -0.736
N -4.403 -1.937 2.016 5.74 1.76 -2.46 -0.086
N -5.738 -1.744 3.713 -0.61 1.86 3.88 -0.338
H -3.915 -1.119 2.351 0.78 -0.25 -0.39 0.016
H -4.326 -2.215 1.048 0.42 0.37 -0.10 0.030
H -5.093 -1.052 4.068 -0.28 -0.30 0.83 0.179
H -6.580 -2.019 4.198 0.29 0.48 -0.24 0.199
C 2.799 1.359 4.902 3.17 -1.80 0.98 0.568
O 3.723 1.082 5.657 0.22 0.07 0.81 -0.766
N 2.106 0.471 4.245 -1.75 -1.88 -0.38 0.401
N 2.598 2.585 4.462 -0.65 2.91 -0.32 -0.342
H 2.221 -0.516 4.427 -0.24 0.33 0.03 -0.025
H 1.355 0.830 3.673 0.32 -1.00 -0.46 -0.559
H 1.656 2.771 4.149 0.35 0.83 0.04 0.221
H 3.214 3.269 4.878 -0.64 0.26 -0.07 0.196
C -2.075 0.178 4.548 0.20 -2.72 4.11 0.430
O -2.817 -0.146 5.488 -0.41 0.95 -0.95 -0.767
N -1.758 -0.607 3.549 -1.40 -1.60 -3.45 0.264
N -1.098 1.054 4.633 2.16 5.08 1.54 -0.274
H -1.830 -1.605 3.684 -0.05 0.15 -0.54 0.250
H -1.089 -0.128 2.962 0.25 -1.55 -0.53 -0.111
H -0.448 1.231 3.880 -0.44 -0.37 0.02 0.115
H -0.750 1.394 5.518 -0.84 0.08 0.00 0.259
```
Forces are in eV/Å.

## Properties
* LUMO level: 0.1311 hartree
* total charge: -2
* M: 936.85 g mol⁻¹
* gap between HOMO and LUMO: 7.82 eV
* HOMO: -4.26 eV

=====

[2]
# C20H34O5

A structure of composition C20H34O5 at a distorted geometry (ωB97M-V/def2-TZVPD, OMol25).

```
59
Properties=species:S:1:pos:R:3:forces:R:3:mulliken_charge:R:1
C -7.351 -0.908 -0.687 0.23 3.49 -4.64 -1.346
H -7.444 -1.607 0.043 -0.57 -1.60 2.53 0.435
C -5.800 -0.329 -0.750 -6.68 -2.98 2.02 -0.640
C -5.600 0.269 0.562 -0.14 -0.65 2.02 -0.424
C -4.234 0.744 0.485 0.92 8.51 3.94 -0.208
C -3.197 -0.206 0.737 2.70 -1.21 -2.45 -0.603
H -3.365 -0.892 1.721 0.72 1.55 -2.66 0.142
H -3.187 -0.725 -0.330 0.30 -0.55 2.41 0.132
C -1.808 0.567 0.675 1.36 -0.53 4.47 0.146
C -0.668 -0.570 0.933 -8.77 3.08 6.93 0.217
C 0.176 -0.629 0.083 8.24 -6.90 -2.06 -1.002
C 1.124 -1.832 0.132 4.43 -4.28 4.10 -1.159
C 2.697 -1.628 -0.064 -7.09 16.95 4.41 0.405
C 3.454 -2.558 -0.443 3.73 -11.22 -5.00 0.876
O 4.616 -2.763 -0.713 0.35 1.02 0.66 -0.638
C 2.361 -3.749 -0.736 3.08 0.72 -4.01 -1.048
H 2.720 -4.341 -1.764 -1.14 1.50 2.79 0.280
C 1.026 -3.081 -0.753 8.71 9.94 -7.46 0.047
O 0.106 -3.768 -0.535 -12.68 -7.32 5.63 -0.334
H -0.122 -4.517 -1.020 0.02 -1.64 -1.47 0.456
H 0.814 -2.565 -1.901 1.23 -0.62 1.76 0.114
H 2.344 -4.396 0.066 0.23 -1.80 1.86 0.364
C 3.278 -0.727 1.373 1.19 -7.05 -1.02 -1.070
C 4.509 -0.004 1.240 -8.77 -5.31 -14.41 -2.447
H 4.981 0.412 1.793 8.93 8.33 13.95 1.445
C 4.481 1.218 0.192 -3.13 -2.77 2.35 -0.548
C 3.487 2.052 0.831 1.64 8.68 3.31 -0.640
C 3.385 3.679 -0.026 -4.68 -5.45 1.77 -0.919
H 2.646 4.188 0.668 1.36 0.02 -1.14 0.300
H 4.368 3.928 -0.061 2.60 1.51 -0.15 0.558
C 2.729 3.395 -1.422 0.60 -0.51 -1.50 -0.481
C 1.378 2.511 -1.395 3.64 14.49 9.08 0.400
O 1.188 1.568 -1.868 -2.01 -14.88 -9.07 -0.371
O 0.534 2.967 -0.450 0.58 2.69 1.01 -0.534
H -0.303 2.482 -0.349 0.20 -0.55 -0.52 0.589
H 2.555 4.452 -1.802 -0.09 -1.53 -0.32 0.387
H 3.412 2.727 -2.195 -1.40 2.09 2.00 0.252
H 3.861 2.519 2.088 -0.96 -1.61 -3.59 0.127
H 2.462 1.858 0.987 -0.94 -1.21 -0.24 0.375
H 3.898 1.038 -0.682 1.02 -0.93 -1.67 0.362
H 5.463 1.566 0.206 1.35 1.04 -0.84 0.392
H 5.154 -0.644 0.825 2.69 -2.89 -1.66 0.636
H 3.405 -1.693 2.048 0.21 1.76 -0.99 0.336
H 2.487 -0.339 1.809 -3.93 2.49 1.48 0.877
H 2.579 -0.632 -0.820 1.28 -2.58 1.24 -0.182
H 1.261 -2.465 1.201 -1.36 1.94 -1.72 0.174
H 0.435 -0.375 -0.811 0.08 3.61 -5.40 1.173
H -0.669 -1.234 1.899 -0.31 1.49 -2.03 0.191
O -1.504 1.475 -0.451 -1.42 1.92 7.10 -0.696
H -1.556 0.893 -1.081 -0.05 -4.58 -6.81 0.309
H -1.707 1.267 1.586 -0.54 -0.97 -1.29 0.411
H -4.160 1.595 1.475 0.02 -2.09 -2.17 0.176
H -3.926 1.625 -0.333 -1.15 -2.93 1.48 0.160
H -5.703 -0.481 1.519 0.28 1.25 -2.56 0.258
H -6.274 1.030 0.841 -0.90 1.13 -0.08 0.434
H -5.249 -1.179 -0.630 1.90 -2.36 -1.29 0.313
H -5.803 0.200 -1.627 1.00 1.64 -1.78 0.413
H -7.683 -1.415 -1.654 0.71 0.52 1.05 0.337
H -8.063 0.026 -0.663 1.21 -1.88 0.63 0.288
```
Forces are in eV/Å.

## Properties
* LUMO level: 0.0181 hartree
* M: 354.49 g mol⁻¹
* energy above the lowest of the compared OMol25 structures with the same formula, charge and spin: 20.005 eV
* gap between HOMO and LUMO: 9.33 eV
* HOMO: -8.84 eV